Entry from the OMol25 dataset: a structure of composition C23H36Br2Cl3CsIN3O2 (ωB97M-V/def2-TZVPD).

XYZ file:
```
71
Properties=species:S:1:pos:R:3:forces:R:3
C -1.056579 -4.149195 0.190278 0.38 0.15 0.45
C -2.251677 -3.780964 1.054778 0.21 -0.34 -0.19
C -2.198697 -4.204566 2.520519 -0.12 0.26 0.07
I -2.794472 -6.235469 2.823825 0.10 -0.26 0.00
N -0.955752 -3.940675 3.214230 0.02 -0.11 -0.03
C -0.831798 -3.073566 4.179437 -0.17 -0.07 0.19
C 0.583359 -2.961680 4.640158 -0.91 0.48 -0.89
C 1.242627 -3.350041 3.294230 -0.66 -0.68 0.49
C 0.363708 -4.569624 2.994241 0.90 0.14 -0.18
H -1.266709 -3.991473 -0.860790 -0.08 -0.07 -0.11
H -0.196262 -3.530661 0.441201 0.07 0.15 -0.07
H -0.745971 -5.176691 0.361832 -0.18 -0.24 -0.27
H -2.408738 -2.702274 1.034197 -0.02 0.12 -0.02
H -3.129565 -4.264873 0.635726 -0.26 0.17 0.02
H -2.946619 -3.627229 3.051254 -0.14 -0.06 0.13
H -1.683193 -2.514436 4.535428 -0.12 -0.02 0.06
H 0.765413 -1.944313 4.956910 0.27 -0.07 0.40
H 0.747079 -3.698513 5.425569 0.32 0.08 0.18
H 0.897970 -2.610243 2.574218 0.78 0.36 -0.20
H 2.304568 -3.545201 3.277465 0.15 0.04 0.03
H 0.549883 -5.004123 2.024753 -0.52 0.03 -0.24
H 0.555399 -5.328272 3.753888 -0.31 -0.20 0.04
Br 3.374773 -1.948984 5.209742 1.04 1.09 0.88
C -0.562519 0.554416 3.628681 -0.12 0.06 -0.29
N -0.869621 0.888780 2.266510 0.07 0.30 0.43
C 0.180612 0.969655 1.333396 -0.09 -0.06 -0.15
C -0.060853 1.235869 0.026441 0.03 0.33 0.31
C -1.394398 1.435601 -0.436057 0.10 -0.18 -0.43
C -2.432280 1.371079 0.557995 1.19 -2.91 1.09
C -2.163185 1.112835 1.859522 0.06 -0.25 -0.21
C -1.692500 1.668898 -1.851697 0.93 -1.19 0.03
C -2.582342 0.810190 -2.555166 -0.16 0.07 0.18
C -2.897586 1.061972 -3.849197 0.06 0.03 -0.03
N -2.378361 2.131562 -4.507606 -0.34 0.20 -0.09
C -1.503078 2.942220 -3.899234 0.48 -0.42 0.49
C -1.159170 2.731256 -2.552650 -0.09 0.10 -0.48
C -2.774638 2.430541 -5.904770 0.23 -0.08 -0.10
H 0.163276 1.253910 4.043839 0.07 -0.09 0.09
H -0.136754 -0.460769 3.682321 -0.03 -0.03 0.05
H -1.474413 0.587930 4.221745 0.02 0.00 0.06
H 1.168813 0.788588 1.724715 -0.08 -0.04 0.02
H 0.774379 1.263711 -0.669142 0.00 0.01 0.00
H -3.449260 1.549654 0.271643 0.37 -3.01 1.74
H -2.936494 1.062680 2.612862 0.04 0.05 0.07
H -3.013608 -0.055881 -2.070973 0.08 -0.04 0.03
H -3.567647 0.419182 -4.399434 0.04 0.10 -0.20
H -1.122847 3.779329 -4.462431 -0.15 0.05 -0.07
H -0.479175 3.426920 -2.077123 0.05 -0.06 -0.10
H -1.914042 2.490681 -6.585083 -0.14 0.19 -0.15
H -3.278679 3.391730 -5.925864 0.05 0.05 -0.08
H -3.446222 1.651986 -6.250980 0.01 -0.02 -0.01
C 3.752984 3.312955 -1.730115 -0.13 0.00 0.03
C 3.573865 1.929741 -2.311551 -0.03 -0.05 0.15
O 2.784941 1.152466 -1.827509 0.22 -0.16 0.27
C 4.446282 1.569226 -3.480788 -0.03 -0.17 0.01
H 3.061323 3.447298 -0.899744 -0.03 0.00 -0.01
H 4.776741 3.441323 -1.370980 0.03 0.04 -0.09
H 3.547045 4.064530 -2.493273 0.07 0.00 -0.02
H 5.498708 1.616133 -3.188737 0.01 0.09 -0.02
H 4.268580 2.264256 -4.301118 0.03 0.04 0.02
H 4.207194 0.562515 -3.811748 -0.03 0.00 -0.02
O -2.151162 3.466204 -8.534845 -0.23 -0.14 0.49
H -3.081885 3.730529 -8.550003 0.09 0.02 -0.15
C 3.932332 1.740487 2.205470 -0.23 -0.21 -0.24
Cl 3.159911 1.484454 3.771464 0.11 0.19 0.24
Cl 3.568852 0.375248 1.130132 0.34 0.13 -0.04
H 3.524611 2.646285 1.772058 -0.02 -0.04 -0.08
H 5.006279 1.815686 2.318908 0.01 -0.08 0.16
Br 1.077949 2.176910 -4.250408 0.15 0.03 -0.47
Cs -3.468925 3.237201 -0.681800 -3.12 7.07 -2.40
Cl 4.598221 -0.374910 6.669232 -0.65 -0.88 -0.78
```
Positions in Å, forces in eV/Å.

Output
Largest force on an atom = 8.09 eV/A
HOMO = -4.597 eV
Orbital gap = 1.50 eV
E = -219289.3251 eV

Entry from the OMol25 dataset: the molecule C4H5NS (ωB97M-V/def2-TZVPD).

XYZ file:
```
11
Properties=species:S:1:pos:R:3:forces:R:3
N 1.552076 0.168634 -2.330793 -2.81 1.64 7.18
C 1.105936 0.379154 -1.198841 4.29 -0.22 -5.14
C 0.909823 0.304886 0.301236 4.96 -3.55 -1.08
C -0.327707 0.691204 0.978894 0.53 1.53 5.32
C -0.374119 -0.504486 0.352017 -1.23 -7.82 -2.08
S -1.082827 -0.863532 -1.306416 0.30 0.11 0.13
H 1.962510 -0.038474 0.826284 -3.14 0.77 -1.29
H -0.511346 1.445986 0.375574 -2.89 4.45 -1.36
H -0.396909 0.584028 2.122940 0.28 1.17 -2.02
H -0.498106 -1.502031 0.891202 0.74 1.85 -0.16
H -2.339331 -0.665369 -1.012095 -1.04 0.07 0.51
```
Positions in Å, forces in eV/Å.

Output
Largest force on an atom = 8.18 eV/A
HOMO = -9.200 eV
Energy relative to the best compared isomer or geometry (same formula, charge and spin) = 92.3 kcal/mol
Orbital gap = 9.74 eV
SMILES string = N#C[C@H]1C[C@H]1S
E = -16550.0603 eV